The following is a DFT calculation (ωB97M-V/def2-TZVPD) of a structure of composition C29H29AsBrNO2PdSe2.

Structure (XYZ):
```
66
Properties=species:S:1:pos:R:3:forces:R:3
H -1.212 -0.310 4.690 0.00 0.01 -0.03
C -0.932 -4.602 0.139 -0.04 -0.10 -0.01
H -5.292 4.071 0.018 -0.01 0.01 0.01
C -3.465 2.477 -1.476 -0.07 0.09 -0.05
H 3.315 -0.229 -4.649 0.00 0.00 -0.01
C 0.333 -4.349 -1.887 0.01 -0.10 0.01
C -0.541 0.526 4.887 0.00 -0.05 0.05
C 3.982 -1.559 0.300 0.02 0.00 0.03
C 2.219 1.822 2.620 -0.08 -0.05 -0.02
H -1.593 -6.589 0.600 0.00 0.00 0.00
C -2.325 3.515 0.533 0.05 0.03 0.10
H 0.879 -3.733 -2.590 0.00 0.02 0.01
H 3.341 -2.529 3.484 0.00 0.01 0.01
C 1.520 1.471 3.761 0.02 0.01 0.04
H -2.013 4.725 -2.665 0.00 0.02 0.02
H 1.957 1.660 4.734 -0.01 0.00 0.00
H -0.954 4.810 -1.253 0.03 -0.05 0.02
H -4.304 4.899 -1.929 0.02 -0.01 -0.01
C 1.633 -1.981 0.620 -0.05 0.00 0.00
H 3.193 2.286 2.660 0.01 0.00 0.01
C 3.158 -0.872 -2.612 -0.04 0.03 -0.11
C 2.641 -0.523 -3.855 0.04 -0.01 0.06
H -4.449 2.323 -1.019 0.04 0.01 0.04
O -4.755 4.865 0.104 0.04 -0.03 -0.03
C -1.049 -5.965 -0.098 0.01 0.00 -0.02
H -1.412 2.922 0.544 -0.01 0.02 -0.04
H -0.580 -7.581 -1.428 0.01 -0.01 0.00
C 1.273 -0.540 -4.086 -0.05 0.04 0.04
C 2.296 -1.250 -1.593 0.06 0.06 0.16
C 0.205 -5.711 -2.128 0.02 0.02 -0.03
H -2.879 5.154 1.383 0.02 0.05 0.02
C -1.621 4.159 -1.816 -0.12 0.00 0.13
H 0.881 -0.250 -5.052 0.00 -0.01 -0.01
H 4.228 -0.845 -2.449 0.01 0.00 0.01
C 0.262 0.880 3.669 0.02 0.01 -0.02
C 1.608 1.550 1.408 0.05 0.01 0.04
C 0.398 -0.908 -3.068 0.03 -0.03 -0.13
H -0.671 -0.917 -3.247 0.02 -0.03 0.01
H -3.082 2.946 1.085 -0.01 0.02 -0.02
C -0.482 -6.521 -1.235 -0.02 0.02 0.04
H 5.216 -1.849 2.025 0.00 -0.01 0.01
H -1.191 0.167 2.237 -0.01 0.01 -0.02
C 1.860 -2.308 1.947 0.05 0.01 0.04
H -3.608 2.596 -2.550 -0.01 0.01 0.01
C 4.210 -1.890 1.627 -0.04 -0.01 0.01
Pd -0.241 1.022 -1.085 0.21 0.68 0.14
Se -2.564 0.777 -1.154 -0.24 -0.19 0.10
C -2.792 3.729 -0.913 0.06 -0.03 -0.16
H 0.107 0.251 5.718 0.00 0.01 0.00
H -1.400 -4.179 1.022 0.02 0.05 -0.02
H -3.272 5.835 -0.846 0.01 -0.01 0.01
C -3.800 4.888 -0.956 -0.05 0.05 0.06
Se -0.611 2.726 -2.679 0.08 -0.23 -0.25
C -0.231 -3.790 -0.747 -0.03 0.07 0.03
C 0.914 -1.270 -1.828 -0.03 -0.12 0.08
H 0.645 -6.141 -3.019 0.00 0.00 0.00
Br 2.421 2.032 -0.233 0.08 -0.01 -0.02
O -2.029 4.736 1.201 -0.07 -0.07 -0.03
C 2.690 -1.607 -0.212 0.02 0.03 -0.12
H 1.041 -2.591 2.599 -0.03 0.00 -0.04
H 4.812 -1.254 -0.325 -0.01 0.00 -0.02
N 0.435 0.971 1.286 -0.06 -0.09 -0.09
H -1.154 1.369 5.211 0.01 0.02 -0.02
C 3.154 -2.269 2.450 0.03 0.02 -0.03
C -0.229 0.644 2.394 -0.02 -0.05 -0.03
As -0.093 -1.890 -0.279 0.00 -0.17 0.03
```
Positions in Å, forces in eV/Å.

Computed properties:
calculated total energy	-11068.2572	Eh
energy relative to the best compared isomer or geometry (same formula, charge and spin)	119.0	kJ/mol
multiplicity	1
frontier orbital gap (spin up / spin down)	6.8 / 6.8	eV
HOMO level (spin up / spin down)	-0.264 / -0.264	Eh

Listed below, in e, are the Löwdin charges computed for each atom:
1. H 0.0800
2. C -0.1339
3. H 0.0857
4. C -0.5707
5. H 0.1049
6. C -0.0916
7. C -0.0420
8. C -0.0301
9. C -0.0800
10. H 0.1008
11. C -0.2493
12. H 0.0979
13. H 0.1004
14. C -0.0127
15. H 0.0604
16. H 0.1215
17. H 0.0704
18. H 0.1309
19. C -0.3322
20. H 0.1066
21. C -0.0357
22. C -0.0682
23. H 0.0587
24. O -0.0539
25. C -0.0926
26. H 0.0736
27. H 0.1007
28. C -0.0803
29. C -0.2417
30. C -0.0836
31. H 0.0764
32. C -0.5190
33. H 0.1084
34. H 0.1074
35. C -0.2450
36. C -0.7176
37. C -0.1421
38. H 0.0926
39. H 0.1209
40. C -0.0932
41. H 0.1019
42. H 0.1171
43. C -0.1015
44. H 0.0596
45. C -0.0794
46. Pd 0.0456
47. Se 0.5980
48. C -0.5820
49. H 0.0798
50. H 0.0910
51. H 0.1292
52. C -0.2126
53. Se 0.6065
54. C -0.3791
55. C -0.4148
56. H 0.1027
57. Br 0.8334
58. O -0.0529
59. C -0.2167
60. H 0.1020
61. H 0.1072
62. N -0.0311
63. H 0.0879
64. C -0.0873
65. C -0.1020
66. As 1.3147



The following is a DFT calculation (ωB97M-V/def2-TZVPD) of a structure of composition C29H29AsO2PtSSe4.

Structure (XYZ):
```
67
Properties=species:S:1:pos:R:3:forces:R:3
C -1.896 0.570 0.292 -0.04 0.00 -0.03
C 0.836 -3.427 2.648 0.07 0.02 -0.10
C -3.658 -1.247 1.414 0.01 0.03 0.01
H 2.083 0.081 -3.734 0.01 0.02 0.01
C -0.093 2.774 -3.047 -0.01 0.00 -0.02
O 2.046 -2.058 1.185 -0.02 -0.03 -0.17
H -4.339 0.393 2.620 -0.01 0.00 0.00
C -1.645 0.923 -3.033 -0.07 -0.03 -0.02
Se 3.828 1.264 2.798 0.20 0.08 0.17
Se 1.570 0.972 2.496 -0.32 0.12 0.00
H 3.622 -0.783 -3.502 0.01 -0.04 0.00
H -2.220 0.181 -2.489 0.05 0.09 -0.10
C -0.029 -2.372 2.937 -0.04 -0.01 -0.02
Se 5.258 -0.990 0.134 0.08 -0.09 -0.05
H -1.029 1.964 -6.194 0.00 0.00 -0.01
C -2.768 -1.662 0.433 0.04 -0.04 0.00
C 2.692 -4.315 1.013 0.04 -0.02 -0.06
C 0.713 -4.618 3.355 -0.01 -0.03 0.02
H 2.160 -2.926 -3.027 0.01 -0.01 -0.01
H 3.276 0.669 -2.562 0.02 0.00 -0.01
H 2.594 -5.262 1.535 0.02 0.00 0.02
C -2.776 0.988 1.283 0.05 -0.07 0.02
C 2.830 -0.230 -2.998 -0.11 0.07 0.09
O 1.194 -0.317 -1.218 0.10 0.35 0.03
H -0.994 7.170 1.368 0.00 0.01 0.01
H -2.920 3.743 -0.315 -0.01 -0.02 0.01
H 2.932 -1.423 -1.216 0.06 -0.01 0.09
H -2.340 0.279 -4.953 0.00 0.00 -0.01
Se 4.145 0.918 0.458 0.03 -0.06 -0.13
H 1.131 5.945 1.461 0.00 0.01 0.00
C 2.171 -1.071 -1.912 -0.06 -0.15 -0.07
H 0.407 3.565 -4.970 0.00 0.00 -0.01
H 3.734 -3.998 0.989 0.00 -0.01 0.00
H -2.765 2.010 1.637 -0.01 0.07 -0.02
C 1.879 -3.186 1.588 -0.14 0.09 0.20
C 1.456 -2.275 -2.506 0.02 -0.02 0.06
C -0.999 -2.505 3.914 0.00 -0.04 0.01
C -0.954 6.146 1.019 -0.10 -0.01 -0.04
C -0.170 2.827 -4.428 0.00 -0.01 -0.02
C -0.977 1.927 -5.114 0.00 0.00 0.02
C -2.105 5.538 0.519 0.05 0.02 0.02
H 0.086 -1.451 2.380 -0.02 -0.05 0.00
H 0.550 3.464 -2.509 -0.01 -0.01 0.00
C -1.713 0.979 -4.419 0.00 0.01 -0.01
C -2.039 4.227 0.089 0.01 -0.06 0.02
C -1.877 -0.760 -0.127 0.04 0.01 0.00
S 1.927 3.388 0.603 0.00 0.12 0.07
C -0.834 3.528 0.163 -0.04 -0.02 -0.01
H -1.667 -1.680 4.127 -0.01 0.00 0.00
H -3.037 6.083 0.467 0.00 0.01 0.00
H -1.866 -3.804 5.390 -0.01 0.00 0.00
H -4.346 -1.958 1.853 0.00 0.00 0.01
C 0.243 5.462 1.075 0.16 -0.04 0.02
H 2.374 -4.454 -0.022 0.00 -0.01 0.01
C -3.657 0.072 1.844 -0.01 -0.01 0.00
C -1.112 -3.698 4.620 -0.01 0.04 -0.01
C -0.255 -4.751 4.341 0.02 -0.02 -0.01
As -0.587 1.748 -0.463 -0.27 -0.06 0.07
H 0.693 -1.947 -3.217 -0.02 0.00 0.00
H 0.971 -2.849 -1.712 0.01 0.01 -0.02
H -1.150 -1.077 -0.867 0.01 -0.05 0.09
C -0.838 1.824 -2.356 -0.04 -0.08 -0.04
H -0.338 -5.678 4.893 0.00 0.00 0.00
C 0.327 4.138 0.628 0.02 0.04 0.04
Pt 1.638 1.149 0.074 0.27 -0.08 -0.14
H 1.378 -5.447 3.154 0.00 -0.01 0.00
H -2.752 -2.696 0.115 -0.01 -0.01 0.00
```
Positions in Å, forces in eV/Å.

Computed properties:
calculated total energy	-13631.9611	Eh
energy relative to the best compared isomer or geometry (same formula, charge and spin)	147.4	kJ/mol
multiplicity	1
frontier orbital gap (spin up / spin down)	5.3 / 5.3	eV
HOMO level (spin up / spin down)	-0.255 / -0.255	Eh

Listed below, in e, are the Löwdin charges computed for each atom:
1. C -0.3458
2. C -0.1367
3. C -0.0798
4. H 0.0769
5. C -0.0962
6. O -0.0022
7. H 0.1063
8. C -0.0862
9. Se 0.0815
10. Se 0.1678
11. H 0.0831
12. H 0.0942
13. C -0.0378
14. Se 0.0213
15. H 0.1048
16. C -0.0677
17. C 0.0098
18. C -0.0300
19. H 0.0818
20. H 0.0525
21. H 0.0606
22. C -0.0891
23. C -0.0638
24. O -0.4742
25. H 0.1078
26. H 0.1113
27. H 0.0265
28. H 0.1057
29. Se -0.1183
30. H 0.1058
31. C -0.5968
32. H 0.1074
33. H 0.0797
34. H 0.0975
35. C -0.3767
36. C -0.0528
37. C -0.0716
38. C -0.0731
39. C -0.0722
40. C -0.0774
41. C -0.0824
42. H 0.0516
43. H 0.1056
44. C -0.0729
45. C -0.1011
46. C -0.1121
47. S 0.5053
48. C -0.3960
49. H 0.1019
50. H 0.1036
51. H 0.1017
52. H 0.1072
53. C -0.1091
54. H 0.0891
55. C -0.0778
56. C -0.0831
57. C -0.0807
58. As 1.2168
59. H 0.0756
60. H 0.0674
61. H 0.0930
62. C -0.3493
63. H 0.1022
64. C -0.6507
65. Pt 0.4489
66. H 0.1001
67. H 0.1113



The following is a DFT calculation (ωB97M-V/def2-TZVPD) of a structure of composition C29H29BF4FeN6PS.

Structure (XYZ):
```
72
Properties=species:S:1:pos:R:3:forces:R:3
H -3.599 -3.092 -3.522 0.01 0.00 0.00
H -3.205 2.919 -2.835 0.00 0.00 0.00
C -1.522 -1.632 0.932 -0.03 0.02 0.03
B 3.801 -1.550 2.098 0.13 0.31 0.43
S 0.458 0.531 2.591 -0.22 0.05 -0.16
C -1.011 -3.138 2.742 0.03 -0.08 -0.02
C 0.227 2.107 1.943 0.25 0.12 0.05
H -2.156 1.097 1.637 -0.02 0.00 -0.01
H -2.671 -3.742 3.946 0.00 0.00 0.00
C -2.352 -3.159 3.092 -0.04 0.02 -0.01
N 0.766 -2.323 1.246 1.04 0.16 -0.09
C -2.977 2.522 -1.854 0.01 -0.01 0.01
C -1.115 -1.481 -1.867 0.16 0.07 -0.09
H -1.955 -3.006 -5.390 0.00 0.00 0.00
H -1.848 0.880 -2.633 0.01 0.01 0.00
C 3.351 -1.348 -1.485 -0.07 0.07 -0.03
H -1.134 1.895 4.203 -0.01 -0.01 -0.01
H 0.675 -0.843 -2.910 0.04 -0.04 0.02
C 0.022 -1.720 -2.844 0.06 -0.15 0.12
C -3.461 3.152 -0.717 0.00 0.00 0.01
H -1.676 3.567 4.204 0.01 0.02 0.01
H 0.972 -2.883 0.420 -0.16 -0.14 0.05
H 1.760 3.228 -2.774 0.00 -0.01 0.01
H 0.593 3.590 -1.484 0.00 0.00 -0.01
C -3.170 2.632 0.537 -0.01 -0.01 -0.02
H -0.041 3.136 6.060 0.00 0.00 -0.01
H 0.621 4.308 4.913 0.00 -0.01 0.00
N 1.313 -3.738 -1.759 0.04 0.03 0.02
C -0.808 2.923 4.051 0.00 0.00 -0.01
C -2.867 -1.673 1.277 0.01 -0.01 0.07
H -0.359 3.980 2.259 -0.04 -0.01 -0.02
C 1.796 1.892 -1.087 -0.14 -0.04 -0.11
H -3.585 -1.069 0.735 0.00 0.01 0.01
H -4.331 -2.464 2.629 0.00 0.00 0.00
C -3.285 -2.442 2.353 0.04 0.00 0.00
F 5.146 -1.279 2.094 -0.09 -0.02 0.05
C -0.600 -2.392 1.650 -0.05 -0.01 -0.08
H -4.067 4.044 -0.808 0.00 0.00 0.00
C 4.115 -0.043 -3.322 0.02 0.03 -0.03
C 0.302 3.271 5.033 0.01 -0.02 0.00
N 1.313 1.574 0.068 0.34 0.06 0.22
C -2.207 1.374 -1.737 0.02 0.06 0.01
C -2.390 1.493 0.657 -0.14 -0.05 -0.01
F 3.105 -0.307 1.670 0.42 -0.24 -0.18
F 3.280 -1.868 3.348 0.02 -0.03 -0.12
C 0.814 -2.826 -2.250 -0.09 0.02 -0.08
C 2.563 0.815 -1.714 0.18 0.08 0.10
H 1.163 2.621 4.870 0.00 0.00 0.01
Fe 1.418 -0.296 0.634 -1.74 0.17 -0.24
H 2.290 3.966 -1.253 0.00 0.00 -0.01
C -2.329 -2.045 -2.129 -0.08 0.11 -0.07
C -1.671 -2.638 -4.412 -0.04 -0.04 0.01
P -0.765 -0.560 -0.320 0.11 -0.12 0.20
N 2.561 -0.366 -1.051 -0.02 -0.23 -0.09
C -2.621 -2.662 -3.358 0.00 0.02 0.01
C -1.904 0.853 -0.480 0.03 -0.01 -0.09
H -3.116 -1.969 -1.388 0.00 -0.01 -0.02
H -3.547 3.117 1.429 0.01 0.00 0.00
C -0.425 -2.162 -4.215 0.00 0.05 0.04
H 1.415 -2.648 1.959 -0.11 0.01 0.09
H 4.723 0.088 -4.209 -0.01 -0.01 0.00
F 3.477 -2.564 1.189 -0.06 -0.08 -0.17
N 0.619 2.515 0.738 0.15 0.01 0.10
H 0.314 -2.156 -5.006 0.00 0.02 0.01
H 3.314 1.947 -3.373 -0.01 0.00 0.00
H 3.336 -2.255 -0.903 0.05 -0.03 0.04
H 4.764 -2.061 -2.919 0.00 0.01 0.00
C 4.144 -1.230 -2.616 -0.03 -0.04 0.03
C 3.320 0.995 -2.864 0.02 -0.01 -0.04
H -0.280 -3.700 3.311 -0.01 0.00 0.00
N -0.404 3.057 2.663 0.00 -0.05 0.06
C 1.603 3.241 -1.697 -0.01 -0.02 0.02
```
Positions in Å, forces in eV/Å.

Computed properties:
calculated total energy	-3878.8483	Eh
energy relative to the best compared isomer or geometry (same formula, charge and spin)	0.0	kJ/mol
multiplicity	2
frontier orbital gap (spin up / spin down)	7.3 / 6.0	eV
HOMO level (spin up / spin down)	-0.277 / -0.277	Eh

Listed below, in e, are the Löwdin charges computed for each atom:
1. H 0.1043
2. H 0.1032
3. C -0.3116
4. B -1.2152
5. S 0.8267
6. C -0.0093
7. C -0.7545
8. H 0.0854
9. H 0.1067
10. C -0.0662
11. N 0.0457
12. C -0.0798
13. C -0.2903
14. H 0.1094
15. H 0.1027
16. C -0.1024
17. H 0.0785
18. H 0.1302
19. C -0.2720
20. C -0.0795
21. H 0.1113
22. H 0.0743
23. H 0.0662
24. H 0.0709
25. C -0.0697
26. H 0.0732
27. H 0.0716
28. N 0.2025
29. C -0.2844
30. C -0.0874
31. H 0.1405
32. C -0.2611
33. H 0.1065
34. H 0.1039
35. C -0.0736
36. F 0.1618
37. C -0.3250
38. H 0.1030
39. C -0.0510
40. C -0.0872
41. N -0.0850
42. C -0.0844
43. C -0.1173
44. F -0.0216
45. F 0.1318
46. C -0.1798
47. C -0.2044
48. H 0.0669
49. Fe 0.2056
50. H 0.0938
51. C -0.0789
52. C -0.0843
53. P 1.1160
54. N 0.0540
55. C -0.0348
56. C -0.3325
57. H 0.1052
58. H 0.1061
59. C -0.0300
60. H 0.0959
61. H 0.1111
62. F 0.1040
63. N 0.0300
64. H 0.1152
65. H 0.1053
66. H 0.0966
67. H 0.1130
68. C -0.0337
69. C -0.0077
70. H 0.1230
71. N -0.0153
72. C -0.0227



Question: Which of these has the highest multiplicity?
Answer: C29H29BF4FeN6PS



Question: multiplicity of number 1 (C29H29AsBrNO2PdSe2)?
Answer: 1



Question: Which value of calculated total energy does entry 3 give?
Answer: -3878.8483 Eh



Question: The lowest energy relative to the best compared isomer or geometry (same formula, charge and spin) belongs to which entry?
Answer: C29H29BF4FeN6PS